The following is a quantum chemistry calculation of a structure of composition C34H31B2InN9O20 in a non-equilibrium geometry, from the Open Molecules 2025 dataset.

Last column: Löwdin charge in e.
Cartesian coordinates (Å):
N (-17.695, -2.901, 13.281)  0.24
C (-23.732, -2.240, 16.146)  -0.40
H (-21.649, -2.055, 9.369)  0.14
H (-20.728, 7.543, 16.398)  0.04
N (-20.022, 3.709, 21.901)  -0.36
N (-23.918, 0.549, 11.934)  0.15
C (-23.902, 6.760, 16.028)  -0.26
C (-19.554, 8.709, 17.706)  -0.28
C (-17.182, 5.724, 19.545)  -0.06
C (-23.320, -0.945, 16.837)  -0.35
C (-23.101, 6.325, 14.892)  -0.05
C (-23.703, 1.600, 12.327)  -0.25
C (-23.438, 2.921, 12.872)  -0.05
In (-25.483, 2.060, 18.503)  1.02
C (-21.300, -1.374, 11.378)  0.00
C (-21.648, -4.035, 12.091)  0.11
C (-19.155, 0.672, 13.657)  -0.37
O (-20.476, -2.463, 15.939)  0.22
N (-22.026, -4.670, 9.699)  -0.35
H (-19.229, 4.362, 12.834)  0.08
H (-22.794, 7.537, 19.157)  0.08
O (-22.173, -5.822, 10.018)  0.13
H (-21.217, -3.394, 14.106)  0.11
C (-23.275, 5.493, 19.420)  -0.26
C (-18.144, -2.227, 10.812)  -0.05
O (-17.824, -0.429, 15.429)  0.25
H (-22.063, 6.624, 14.993)  0.06
C (-17.804, 4.756, 21.645)  0.00
B (-21.614, -2.444, 16.924)  -0.81
C (-17.948, -2.620, 12.184)  -0.22
O (-21.116, 4.856, 16.821)  0.16
H (-16.668, 0.745, 11.245)  0.06
C (-22.196, 2.733, 16.240)  -0.40
C (-22.377, 6.646, 19.617)  -0.04
H (-24.127, 3.124, 13.692)  0.09
C (-19.898, -3.696, 17.807)  -0.35
O (-21.201, 3.827, 21.631)  0.07
C (-19.338, 4.759, 19.791)  -0.02
H (-17.739, 5.437, 12.825)  0.09
O (-24.819, -2.437, 15.745)  0.21
H (-18.720, -2.950, 10.225)  0.09
H (-18.692, 5.697, 17.989)  0.08
H (-20.961, -1.044, 13.464)  0.11
H (-18.869, 5.348, 14.222)  0.07
C (-21.523, -2.375, 10.395)  0.07
O (-21.059, -3.175, 18.105)  0.29
O (-18.414, -3.440, 15.953)  0.29
C (-21.258, -1.767, 12.711)  -0.04
H (-19.762, 8.818, 15.670)  0.09
N (-24.525, 7.100, 16.920)  0.17
O (-22.075, -1.097, 17.288)  0.25
C (-15.736, 1.121, 11.678)  -0.07
N (-15.181, -0.369, 13.739)  0.17
O (-18.712, 0.218, 12.643)  0.17
H (-15.907, 2.140, 12.013)  0.07
C (-21.081, 3.813, 16.263)  -0.37
H (-22.275, 6.811, 20.687)  0.10
B (-20.348, 1.912, 15.171)  -0.87
C (-19.487, -3.200, 16.412)  -0.31
O (-23.992, 0.049, 16.927)  0.01
N (-16.900, 3.057, 14.622)  0.20
O (-19.408, 1.026, 15.921)  0.27
H (-22.417, 2.886, 13.253)  0.06
H (-15.060, 1.073, 10.826)  0.08
O (-19.600, 3.042, 22.823)  0.09
O (-19.282, -4.429, 18.490)  0.30
H (-17.172, -2.249, 10.309)  0.11
H (-21.911, -5.055, 12.352)  0.14
H (-21.425, 6.355, 19.181)  0.05
O (-23.254, 2.839, 16.787)  0.01
C (-17.572, 3.803, 14.061)  -0.26
H (-21.094, -0.365, 11.055)  0.12
C (-19.760, 8.030, 16.426)  -0.07
H (-18.633, -1.259, 10.781)  0.06
N (-24.001, 4.611, 19.349)  0.11
C (-18.693, 0.321, 15.097)  -0.36
H (-20.268, 4.400, 19.364)  0.10
C (-18.402, 5.397, 18.984)  -0.06
H (-15.868, 5.585, 21.247)  0.11
N (-19.338, 9.236, 18.705)  0.15
O (-20.055, 1.603, 13.772)  0.25
C (-16.853, 5.374, 20.858)  -0.05
H (-23.532, 3.738, 12.160)  0.09
O (-22.033, -4.251, 8.563)  0.11
C (-21.701, -3.702, 10.738)  -0.12
H (-23.499, 6.816, 14.003)  0.09
H (-23.221, 5.244, 14.862)  0.06
C (-15.415, 0.256, 12.807)  -0.28
H (-17.640, 4.554, 22.696)  0.13
C (-18.409, 4.799, 13.395)  -0.04
O (-22.753, -3.128, 16.287)  0.23
C (-19.032, 4.414, 21.103)  -0.15
H (-18.903, 7.379, 16.270)  0.07
C (-21.367, -3.074, 13.087)  0.03
O (-21.776, 1.738, 15.524)  0.23
H (-16.500, 6.365, 18.998)  0.11
O (-20.125, 3.324, 15.499)  0.22

Force components x, y, z for each atom (eV/Å):
N -0.433 0.118 -0.552
C -0.266 -0.090 1.193
H 0.136 -0.211 -0.070
H 0.145 -0.358 0.133
N 0.103 -0.166 0.662
N 0.091 -0.677 -0.270
C 0.703 0.019 -0.456
C 0.019 -0.048 0.332
C 0.490 0.557 0.079
C 0.386 0.954 -0.234
C -0.547 0.207 0.002
C -0.190 0.627 0.007
C 0.211 0.111 0.393
In 0.676 0.359 -0.178
C 0.108 -0.927 0.562
C -0.569 -1.287 -0.952
C 0.793 0.107 -1.008
O 0.850 -0.327 0.414
N 0.605 -0.401 -0.605
H 0.249 -0.138 -0.306
H 0.008 -0.043 -0.170
O -0.238 -0.183 0.471
H -0.100 0.054 -0.039
C 0.073 0.719 0.379
C 0.115 -0.259 -0.586
O -0.195 -0.267 -0.586
H 0.059 -0.190 0.156
C -0.122 -0.405 0.648
B -0.769 -0.080 0.397
C 0.121 -0.454 0.892
O 0.155 0.912 0.322
H -0.140 0.183 0.216
C -0.206 0.895 0.859
C -0.412 -0.812 -0.074
H 0.053 -0.112 0.054
C -1.200 -0.909 2.819
O -0.178 0.137 -0.437
C -0.170 -0.910 -0.255
H -0.366 0.135 -0.257
O -1.065 -0.322 -1.002
H -0.213 -0.104 0.377
H 0.160 -0.089 -0.113
H -0.408 -0.025 -0.045
H 0.035 0.292 -0.226
C -0.463 0.351 -0.630
O -0.392 0.641 -1.234
O -0.681 0.091 -0.105
C 0.864 1.605 0.049
H 0.077 -0.176 -0.156
N -0.520 0.266 0.734
O 0.173 -0.410 -0.253
C -0.856 -0.449 -0.546
N -0.014 -0.196 0.006
O -0.258 -0.071 0.222
H 0.185 0.046 0.008
C -0.490 -1.287 -0.422
H 0.146 -0.023 0.019
B -0.181 0.570 0.793
C 0.976 1.301 -2.128
O 0.199 -0.542 0.385
N -0.240 -0.003 -0.258
O -1.067 0.636 -0.027
H -0.042 0.250 0.058
H 0.551 0.074 0.434
O 0.062 -0.067 0.083
O 0.832 -0.308 -0.207
H 0.005 0.456 0.086
H 0.193 0.027 0.111
H 0.153 0.376 0.029
O -0.527 0.102 0.015
C 0.029 -0.400 -0.020
H -0.181 0.102 0.163
C 0.156 1.025 0.177
H 0.272 0.127 -0.153
N -0.262 -0.633 -0.262
C 0.933 -0.506 1.407
H -0.098 0.229 0.112
C -0.473 0.039 0.937
H -0.059 0.198 0.107
N -0.138 -0.152 -0.217
O -0.788 0.271 -0.353
C -0.431 0.049 -0.527
H -0.017 -0.249 -0.275
O -0.204 0.206 -0.092
C 0.094 1.235 1.454
H -0.017 -0.284 -0.119
H 0.277 -0.012 -0.386
C 0.301 0.376 -0.136
H 0.196 -0.155 -0.096
C 0.243 0.052 0.960
O 0.953 0.267 0.106
C 0.340 0.853 -1.124
H -0.241 -0.294 -0.208
C 0.018 -0.587 -0.408
O 0.609 -1.553 -0.691
H 0.168 -0.328 -0.139
O 1.082 0.275 -0.230

- total charge = +1
- Kohn-Sham gap (eV) = 1.53
- lowest unoccupied orbital energy (eV) = -10.166